{
  "formula": "C3H3NO",
  "method": "ωB97M-V with the def2-TZVPD basis set",
  "symbols": ["C", "C", "C", "N", "O", "H", "H", "H"],
  "coordinates": [[1.46766, -0.09384, -0.48222], [-1.59941, -0.06716, -0.00796], [1.85209, -0.77615, 0.41881], [-1.98128, 1.04245, 0.19081], [-1.41743, -1.20052, -0.13063], [-1.65926, 1.97592, 0.08831], [1.14755, 0.47988, -1.30108], [2.19007, -1.36057, 1.22395]],
  "relative_energy_ev": 1.684,
  "max_force_ev_per_a": 1.10,
  "lumo_ev": 0.9,
  "smiles": "N=C=O.C#C",
  "orbital_gap_ev": 11.62
}

***

{
  "formula": "C24H29MnN6S2",
  "method": "ωB97M-V with the def2-TZVPD basis set",
  "symbols": ["Mn", "C", "C", "N", "C", "C", "C", "C", "C", "C", "C", "N", "C", "C", "N", "N", "H", "H", "H", "H", "H", "H", "H", "H", "H", "H", "H", "H", "H", "H", "H", "H", "H", "H", "C", "C", "C", "C", "C", "C", "C", "C", "C", "S", "C", "N", "H", "H", "H", "H", "H", "H", "H", "H", "S", "C", "C", "N", "C", "H", "H", "H"],
  "coordinates": [[0.09744, 0.85910, -0.11275], [1.84019, -1.50365, -0.16637], [2.40958, -0.58262, 0.90251], [1.91670, 0.78207, 0.67506], [1.99684, 1.54536, 1.91064], [0.69349, 1.40872, 2.65164], [0.50360, 1.71209, 3.98959], [-0.76926, 1.60368, 4.52890], [-1.81828, 1.20500, 3.71493], [-1.55284, 0.92076, 2.38539], [-2.62860, 0.58254, 1.39161], [-2.06164, -0.02718, 0.18197], [-1.90294, -1.49519, 0.26830], [-0.48055, -1.88315, 0.63603], [0.39756, -1.20309, -0.32639], [-0.32723, 1.00917, 1.87371], [2.00539, -2.56240, 0.05396], [2.32285, -1.28377, -1.11752], [3.50497, -0.62360, 0.87888], [2.10605, -0.94021, 1.89479], [2.52785, 1.32954, -0.12943], [2.17870, 2.60582, 1.69124], [2.82537, 1.22663, 2.55241], [1.34336, 2.02634, 4.59330], [-0.94317, 1.83111, 5.57148], [-2.82503, 1.11813, 4.09859], [-3.14144, 1.50618, 1.10778], [-3.37936, -0.06638, 1.85784], [-2.68795, 0.17683, -0.58311], [-2.12812, -1.91054, -0.71838], [-2.62070, -1.93621, 0.96678], [-0.37049, -2.97328, 0.60115], [-0.22288, -1.55385, 1.64178], [0.11696, -1.52591, -1.25132], [-1.76118, 1.39530, -2.72940], [-0.52910, 0.59983, -3.05275], [-0.61980, -0.27450, -4.15811], [0.48396, -0.96633, -4.53847], [1.72390, -0.68462, -3.92380], [2.89630, -1.31120, -4.39218], [4.10496, -0.95496, -3.86956], [4.16838, 0.05491, -2.90203], [3.05072, 0.69321, -2.39599], [3.32162, 2.05249, -1.31250], [1.76528, 0.27465, -2.87380], [0.57661, 0.78475, -2.35296], [-1.93834, 2.08319, -3.55963], [-1.65741, 1.99675, -1.82591], [-2.64709, 0.75987, -2.67291], [-1.57027, -0.39483, -4.65866], [0.44608, -1.69197, -5.34108], [2.81304, -2.05154, -5.17672], [5.01811, -1.41604, -4.21966], [5.13309, 0.38049, -2.53970], [-0.67664, 5.39521, 0.48808], [-0.06964, 5.06870, -1.07340], [0.12338, 3.73722, -1.22520], [-0.20803, 2.96645, -0.13114], [-0.64827, 3.73987, 0.83606], [0.14086, 5.84967, -1.78192], [0.53868, 3.25943, -2.09258], [-0.98410, 3.37255, 1.79179]],
  "multiplicity": 2,
  "relative_energy_ev": 0.511,
  "max_force_ev_per_a": 1.88,
  "lumo_ev": [-2.4, -2.4],
  "charge": 1,
  "orbital_gap_ev": [6.82, 6.87]
}

***

{
  "formula": "C18H20Cl2O4",
  "method": "ωB97M-V with the def2-TZVPD basis set",
  "symbols": ["C", "C", "O", "C", "C", "C", "C", "C", "C", "H", "H", "O", "C", "C", "O", "C", "C", "H", "H", "O", "C", "C", "C", "C", "C", "C", "Cl", "H", "H", "H", "Cl", "H", "H", "H", "H", "H", "H", "H", "H", "H", "H", "H", "H", "H"],
  "coordinates": [[3.68385, 2.51974, 4.85549], [2.39081, 1.81181, 5.25239], [1.51375, 1.62352, 4.16293], [1.77524, 0.64433, 3.24526], [2.78901, -0.30430, 3.33027], [2.93019, -1.25849, 2.34097], [2.07190, -1.29746, 1.24616], [1.05600, -0.35147, 1.16179], [0.91730, 0.60387, 2.14891], [0.12962, 1.33846, 2.08867], [0.36505, -0.34464, 0.33580], [2.33525, -2.27420, 0.32274], [1.46084, -2.45432, -0.76650], [0.19316, -3.22669, -0.35780], [-0.51679, -3.72737, -1.47343], [-1.61676, -2.97288, -1.90512], [-1.26176, -1.64097, -2.58409], [-2.08194, -1.34171, -3.24286], [-0.34777, -1.76835, -3.17341], [-1.06827, -0.66099, -1.56936], [-1.52253, 0.60463, -1.75615], [-2.20918, 1.19829, -0.68654], [-2.66550, 2.50186, -0.74556], [-2.45993, 3.24335, -1.89568], [-1.78565, 2.68786, -2.96614], [-1.31058, 1.38692, -2.89366], [-0.40750, 0.77553, -4.23979], [-1.60734, 3.26051, -3.86229], [-2.82058, 4.25756, -1.95537], [-3.18588, 2.92092, 0.10035], [-2.48489, 0.25329, 0.72850], [-2.29737, -2.76347, -1.06705], [-2.12515, -3.61201, -2.63116], [-0.45300, -2.60240, 0.26862], [0.50793, -4.10031, 0.22365], [2.01888, -3.06393, -1.48329], [1.20977, -1.49765, -1.23455], [3.71763, -1.99318, 2.40165], [3.47669, -0.32072, 4.16097], [2.60628, 0.85691, 5.74835], [1.82581, 2.43833, 5.94894], [3.45247, 3.48028, 4.40202], [4.24445, 1.92783, 4.13626], [4.29868, 2.68284, 5.73653]],
  "relative_energy_ev": 0.000,
  "max_force_ev_per_a": 0.85,
  "lumo_ev": 0.7,
  "smiles": "CCOc1ccc(OCCOCCOc2c(Cl)cccc2Cl)cc1",
  "orbital_gap_ev": 8.35
}